Formula: C7H10ClNO4Ti
Source: the OMol25 dataset
Level of theory: the ωB97M-V functional and the def2-TZVPD basis

Atoms and positions in Å:
C (-0.857, 1.008, -2.086)
C (0.549, 0.818, -2.358)
C (1.303, 1.620, -1.420)
C (0.360, 2.310, -0.565)
C (-0.976, 1.934, -0.979)
Ti (-0.004, -0.066, -0.075)
N (-1.538, -0.697, 0.372)
C (-0.035, -2.457, -0.236)
C (0.976, -1.927, -1.036)
H (2.382, 1.692, -1.367)
H (0.967, 0.198, -3.138)
H (0.608, 3.010, 0.223)
H (-1.899, 2.314, -0.566)
H (-1.678, 0.566, -2.633)
H (0.880, -1.937, -2.130)
H (-0.938, -2.893, -0.677)
H (-2.356, -1.069, 0.806)
H (1.987, -1.766, -0.626)
H (0.158, -2.721, 0.814)
O (-1.365, 0.083, 3.995)
Cl (0.008, 0.006, 3.569)
O (0.763, 1.151, 4.015)
O (0.609, -1.232, 4.000)
O (0.096, 0.053, 2.095)

Calculated values
Energy relative to the best compared isomer or geometry (same formula, charge and spin), kJ/mol: 128.8
Gap between HOMO and LUMO, eV: 8.56
DFT total energy, a.u.: -1937.78573
HOMO energy, eV: -9.27
Charge: 0
Strongest force on any atom, eV/A: 3.53

Computed natural (NBO) charges, given in elementary charges: atom 1 (C): -0.297, atom 2 (C): -0.273, atom 3 (C): -0.324, atom 4 (C): -0.288, atom 5 (C): -0.279, atom 6 (Ti): 1.153, atom 7 (N): -0.650, atom 8 (C): -0.292, atom 9 (C): -0.577, atom 10 (H): 0.247, atom 11 (H): 0.238, atom 12 (H): 0.259, atom 13 (H): 0.255, atom 14 (H): 0.248, atom 15 (H): 0.244, atom 16 (H): 0.237, atom 17 (H): 0.381, atom 18 (H): 0.243, atom 19 (H): 0.249, atom 20 (O): -0.805, atom 21 (Cl): 2.555, atom 22 (O): -0.819, atom 23 (O): -0.819, atom 24 (O): -0.886